Entry 1:
The following is a quantum chemistry calculation of C7H6 in the gas phase in a non-equilibrium geometry, from the OMol25 dataset.

The geometry in XYZ format:
```
13
Properties=species:S:1:pos:R:3
C 0.61065 1.01715 -0.66702
C 1.07561 1.79269 0.36465
C 1.14588 -0.36225 -0.94825
C -1.83833 -0.34993 1.16050
C -0.05121 -1.20277 -0.59857
C 1.24349 2.08237 1.58790
C -0.88614 -0.84989 0.37004
H -0.32013 1.16398 -1.06136
H 1.46060 -0.35850 -1.94527
H 2.06573 -0.42067 -0.39161
H -1.79575 -0.18045 2.27373
H -2.89661 -0.13287 0.77604
H 0.18621 -2.19884 -0.92077
```

Properties
E_HOMO = -0.35758 Eh
Spin multiplicity = 1
Relative energy (zero: lowest compared OMol25 entry of this formula, charge and spin) = 4.955 eV

=====

Entry 2:
The following is a quantum chemistry calculation of C7H6 in the gas phase in a non-equilibrium geometry, from the OMol25 dataset.

The geometry in XYZ format:
```
13
Properties=species:S:1:pos:R:3
C -0.69607 2.30708 -0.29594
C -0.61805 1.00880 -0.14966
C -1.31117 -0.51455 -0.00302
C -0.28944 -1.09020 -0.56540
C -0.70247 3.63819 -0.38407
C 0.39093 0.06732 0.01635
C 0.27899 -2.41106 -0.88487
H -0.47874 4.16797 0.57538
H -0.80121 4.47981 -1.18339
H 1.07381 0.00854 0.95980
H -0.25716 -3.17600 -1.45794
H 0.37765 -3.00756 0.03117
H 1.21539 -2.34232 -1.34183
```

Properties
E_HOMO = -0.31729 Eh
Spin multiplicity = 1
Relative energy (zero: lowest compared OMol25 entry of this formula, charge and spin) = 4.589 eV

=====

Entry 3:
The following is a quantum chemistry calculation of a molecular structure, C7H6 in a non-equilibrium geometry, from the OMol25 dataset.

The geometry in XYZ format:
```
13
Properties=species:S:1:pos:R:3
C 1.38397 0.61148 0.25981
C 2.07351 -0.41897 0.15837
C -0.33210 -1.56426 0.31518
C -1.26825 -0.59750 0.48967
C 0.28248 1.54200 0.27364
C 0.60500 -0.80320 -0.57329
C -0.53883 0.44970 -0.42947
H -0.11844 -2.57600 0.42660
H -2.25324 -0.38590 0.79854
H 0.00765 1.61580 1.39592
H 0.23656 2.57878 -0.22555
H 1.01180 -0.99498 -1.58854
H -1.09013 0.54304 -1.30088
```

Properties
E_HOMO (spin up / spin down) = -0.15007 / -0.32998 Eh
Spin multiplicity = 3
Relative energy (zero: lowest compared OMol25 entry of this formula, charge and spin) = 4.904 eV
⟨S²⟩ = 2.022

=====

Entry 4:
The following is a quantum chemistry calculation of 2 unconnected molecules or ions with the total composition C7H6Br2F2 in a non-equilibrium geometry, from the OMol25 dataset.

The geometry in XYZ format:
```
17
Properties=species:S:1:pos:R:3
C 1.22896 -0.60206 1.20742
C 2.13333 0.30319 0.91596
C -0.18415 -0.75073 0.60173
C 1.98448 1.23356 -0.24709
C -0.26795 0.27858 -0.44473
C 0.62828 1.10817 -0.92437
C -3.11321 -0.73733 -0.71420
F -3.59869 -0.43443 0.54459
F -3.92844 -0.13505 -1.59147
Br -3.10880 -2.61954 -0.82319
Br 0.44843 2.35758 -2.36369
H 1.16246 -1.24199 2.03710
H 3.20920 0.38659 1.08304
H -0.37760 -1.87424 0.22648
H -1.04572 -0.50413 1.32409
H 2.01794 2.26147 0.05455
H 2.81146 0.97037 -0.88621
```

Properties
E_HOMO (spin up / spin down) = -0.32291 / -0.33770 Eh
Spin multiplicity = 1